1.
C28H47BrNNiOP3 | the ωB97M-V functional and the def2-TZVPD basis

The net charge is +2. The value obtained for the lowest unoccupied orbital energy (spin up / spin down) is -6.1 / -9.0 eV. Its multiplicity is 3. Its expectation value of S² is 2.0180.

Each line ends with the Mulliken charge.
Geometry (Å):
C: -0.3474 3.7254 -2.8841  -0.436
C: -0.6590 2.5310 -3.5787  0.831
C: -0.5235 2.5215 -4.9812  -0.414
C: -0.2175 3.7289 -5.6271  -0.427
N: 0.0048 4.8595 -4.9596  -0.542
C: -0.0491 4.8727 -3.6286  -0.384
C: -1.2160 1.4353 -2.8601  -0.761
C: -1.5728 1.1460 -1.6313  0.961
C: -1.8090 1.4087 -0.2744  -0.476
C: -0.8014 1.2408 0.7171  -0.609
C: -1.1672 0.7289 1.9511  -0.286
C: -2.5220 0.4536 2.2082  -0.328
C: -3.5275 0.9723 1.3727  -0.665
C: -3.1726 1.4778 0.1364  -0.692
Ni: -2.1861 -0.0716 -2.8039  -0.313
P: 1.9569 -0.5826 0.2719  0.890
H: -0.6839 1.6190 -5.5616  0.418
H: -0.3830 3.7808 -1.7980  0.386
H: -0.1651 3.7656 -6.7172  0.389
H: 0.1463 5.8207 -3.1183  0.379
H: -3.9345 1.8371 -0.5569  0.616
H: 0.2478 1.4434 0.4918  1.282
H: -4.5672 0.9479 1.6891  0.514
H: -0.4075 0.5260 2.7051  0.795
C: 1.7165 -2.0814 1.3182  -0.334
C: 2.5641 -3.3089 1.0078  -1.376
H: 0.6448 -2.3231 1.2255  0.321
H: 1.8691 -1.7383 2.3531  0.437
H: 2.4032 -4.0605 1.7896  0.452
H: 2.2854 -3.7737 0.0547  0.200
H: 3.6366 -3.0860 0.9867  0.330
C: 2.8547 -1.1317 -1.2443  -0.502
C: 2.9309 0.0133 -2.2584  -1.445
H: 2.3330 -1.9957 -1.6841  0.255
H: 3.8621 -1.4676 -0.9635  0.706
H: 3.3344 -0.3547 -3.2109  0.435
H: 1.9386 0.4450 -2.4609  0.246
H: 3.5917 0.8180 -1.9064  0.346
C: 3.2977 0.3134 1.1651  -0.186
C: 4.5943 -0.4547 1.3940  -1.332
H: 2.8551 0.6216 2.1259  0.050
H: 3.4904 1.2252 0.5774  0.577
H: 5.3254 0.2238 1.8492  0.435
H: 4.4579 -1.2977 2.0806  0.316
H: 5.0386 -0.8276 0.4646  0.323
Br: -3.0029 -0.5417 3.6694  -0.028
P: -1.9673 -2.0306 -2.3500  0.261
C: -0.2093 -2.4731 -2.5519  0.581
C: 0.1168 -3.9079 -2.1453  -1.348
H: 0.3569 -1.7398 -1.9569  -0.780
H: 0.0316 -2.3026 -3.6126  0.553
H: 1.1954 -4.0660 -2.2410  0.450
H: -0.1753 -4.1345 -1.1138  0.257
H: -0.3845 -4.6256 -2.8028  0.409
C: -2.2317 -2.0681 -0.5543  1.388
C: -3.6331 -2.5851 -0.2260  -1.608
H: -2.0884 -1.0499 -0.1593  -0.948
H: -1.4586 -2.7035 -0.0967  0.037
H: -3.8393 -2.4426 0.8388  0.408
H: -4.3950 -2.0449 -0.7973  0.326
H: -3.7192 -3.6530 -0.4540  0.392
C: -3.7163 -1.2259 -3.3037  -0.349
C: -3.5660 -1.2108 -4.8118  -1.065
H: -4.1160 -0.2719 -2.8861  0.259
H: -4.3592 -2.0432 -2.9452  0.470
H: -2.7053 -0.5970 -5.1154  0.291
H: -3.4405 -2.2267 -5.2028  0.367
H: -4.4747 -0.7864 -5.2558  0.348
C: 1.4833 3.2832 5.2461  -1.244
P: 1.1419 1.5047 5.2648  0.953
C: 2.1101 0.8350 6.6363  -1.225
C: -0.5946 1.3589 5.7564  -1.076
O: 1.4412 0.8241 3.9627  -0.628
H: 1.6186 3.6554 6.2688  0.407
H: 0.6449 3.8100 4.7751  0.347
H: 2.3944 3.4644 4.6650  0.357
H: 2.1451 1.5495 7.4674  0.400
H: 1.6527 -0.1021 6.9752  0.352
H: 3.1256 0.6319 6.2779  0.336
H: -1.2364 1.7511 4.9600  0.236
H: -0.8350 0.3012 5.9093  0.321
H: -0.7780 1.9160 6.6831  0.412

***

2.
C28H47FO7PSi | the ωB97M-V functional and the def2-TZVPD basis

The net charge is -1. The value obtained for the lowest unoccupied orbital energy is 1.8 eV.

Each line ends with the Mulliken charge.
Geometry (Å):
C: 3.7469 -2.4399 3.2012  -1.125
C: 4.2713 -0.9971 3.1417  -0.846
C: 3.2579 0.0187 2.6199  -0.131
F: 1.9941 -0.2733 3.0603  -0.380
P: 3.2414 0.3223 0.7824  0.850
C: 3.1058 2.1010 0.6313  -0.515
C: 2.4661 2.5681 -0.6990  -0.621
C: 1.2443 3.4720 -0.5547  -1.677
C: 0.0362 2.8258 0.1357  -0.772
C: -0.9055 2.0638 -0.8256  0.059
C: -2.3908 2.3392 -0.5583  -0.715
C: -3.2272 1.2641 -1.2520  -0.407
C: -4.7544 1.5826 -1.2393  -0.824
Si: -5.7106 0.7539 0.1475  0.164
C: -7.3352 1.6950 0.3990  -1.143
C: -4.7741 0.8705 1.7901  -1.116
C: -6.0331 -1.0896 -0.1361  0.391
C: -7.2522 -1.5930 0.2509  -0.320
C: -7.5872 -2.9107 0.1346  -0.678
C: -6.6685 -3.7675 -0.4123  -0.415
C: -5.4586 -3.2849 -0.7930  -0.618
C: -5.1225 -1.9701 -0.6768  0.000
C: 4.6896 -0.3478 -0.0901  -1.245
C: 4.8410 -1.8850 -0.0857  -0.015
C: 5.7288 -2.3787 -1.2344  -1.318
C: 4.9772 -2.6785 -2.5140  -0.372
O: 4.8898 -1.4928 -3.3382  -0.349
C: 3.7554 -1.4060 -4.0755  0.200
O: 3.5765 -0.4711 -4.8349  -0.538
C: 1.6813 -0.4110 0.1676  -0.427
C: 1.6819 -0.8776 -1.2920  -0.826
O: 1.8370 -2.2956 -1.4596  -0.095
C: 0.8348 -3.0269 -0.8943  -0.039
O: 1.0995 -3.9828 -0.1847  -0.510
H: 2.6807 -2.4825 3.4012  0.294
H: 4.2331 -2.9310 4.0431  0.439
H: 3.9814 -3.0286 2.3173  0.179
H: 4.4740 -0.7139 4.1745  0.507
H: 5.2318 -0.9195 2.6378  0.398
H: 3.5092 0.9843 3.0662  0.630
H: 4.0917 2.5257 0.8050  0.767
H: 2.4771 2.4143 1.5219  0.043
H: 2.2497 1.7386 -1.3844  0.026
H: 3.2352 3.1567 -1.2017  0.386
H: 0.9253 3.7520 -1.5672  0.704
H: 1.5219 4.3888 -0.0403  0.403
H: -0.5283 3.6342 0.5925  0.714
H: 0.3636 2.2303 0.9839  0.546
H: -0.6419 2.2682 -1.8683  0.315
H: -0.7863 0.9755 -0.6961  -0.349
H: -2.5607 2.3148 0.5171  0.344
H: -2.6071 3.3256 -0.9678  0.280
H: -2.9995 0.2731 -0.8583  0.068
H: -2.9223 1.2957 -2.3014  0.376
H: -4.8298 2.6604 -1.0705  0.406
H: -5.1814 1.4114 -2.2285  0.494
H: -7.1302 2.7461 0.5950  0.321
H: -8.0098 1.6190 -0.4548  0.351
H: -7.8437 1.2649 1.2634  0.297
H: -3.9436 0.1664 1.7141  0.313
H: -4.4064 1.8703 1.9998  0.388
H: -5.4368 0.4958 2.5691  0.359
H: -7.9757 -0.9234 0.6983  0.174
H: -8.5509 -3.2547 0.4739  0.400
H: -6.9494 -4.8047 -0.5188  0.364
H: -4.7282 -3.9756 -1.1982  0.360
H: -4.1499 -1.6117 -0.9800  0.394
H: 4.5617 -0.0439 -1.1328  0.540
H: 5.6220 0.0988 0.2491  0.754
H: 5.3761 -2.1570 0.8234  0.311
H: 3.8985 -2.4267 -0.0419  0.193
H: 6.5584 -1.6963 -1.4130  0.332
H: 6.1915 -3.3147 -0.9183  0.516
H: 4.0107 -3.1507 -2.3569  0.287
H: 5.5808 -3.3893 -3.0859  0.366
H: 3.0027 -2.1990 -3.9441  0.419
H: 0.9502 0.3941 0.2445  -0.490
H: 1.3723 -1.1748 0.8821  1.164
H: 0.7490 -0.5410 -1.7519  0.527
H: 2.4779 -0.4135 -1.8647  0.164
H: -0.2194 -2.7752 -1.0902  0.462
C: 1.8230 4.4502 2.5274  0.485
O: 1.3216 5.5680 2.8221  -0.827
O: 1.1336 3.3197 2.5613  -0.763
O: 3.0594 4.2881 2.1407  -0.759

***

3.
C28H47GdNO2P2 | the ωB97M-V functional and the def2-TZVPD basis

The net charge is +1. The value obtained for the lowest unoccupied orbital energy (spin up / spin down) is -4.1 / -4.2 eV. Its multiplicity is 8. Its expectation value of S² is 15.8965.

Each line ends with the Mulliken charge.
Geometry (Å):
Gd: -0.5873 0.4732 -0.0081  0.277
C: -0.8657 -1.9526 0.9614  0.560
C: 0.4678 -1.9469 0.4255  0.721
C: 0.4725 -0.6928 2.3688  0.659
C: -0.8529 -1.1665 2.1582  0.517
C: 1.2866 -1.1632 1.3046  0.614
C: -2.0481 -2.6924 0.4425  -1.546
H: -1.8743 -3.0583 -0.5786  0.268
H: -2.9480 -2.0537 0.4357  0.379
H: -2.2763 -3.5629 1.0803  0.349
C: -2.0010 -0.9025 3.0519  -1.475
H: -2.9280 -1.2969 2.6227  0.391
H: -2.1249 0.1793 3.2053  0.259
H: -1.8615 -1.3637 4.0407  0.289
C: 0.9189 0.1245 3.5214  -1.555
H: 0.8351 -0.4258 4.4719  0.289
H: 0.2952 1.0288 3.5936  0.238
H: 1.9636 0.4340 3.3944  0.393
C: 2.7570 -0.9755 1.2277  -1.610
H: 3.2686 -1.5416 2.0237  0.381
H: 3.0307 0.0818 1.3661  0.302
H: 3.1636 -1.3139 0.2689  0.319
C: 0.9746 -2.7939 -0.6833  -1.530
H: 1.3913 -3.7351 -0.2844  0.336
H: 1.7782 -2.2912 -1.2402  0.239
H: 0.1776 -3.0566 -1.3884  0.292
C: -2.0118 0.9625 -6.2898  -0.130
C: -1.9613 -0.3742 -6.4245  -0.671
C: -1.1481 -1.0808 -7.4733  -0.920
C: 0.2447 -0.4690 -7.8082  -0.906
C: 1.0034 0.0887 -6.6395  -0.363
C: 0.9882 1.3760 -6.2462  -0.750
C: 0.0532 2.4252 -6.7714  -0.335
C: -1.3427 1.9189 -7.2308  -1.339
H: -1.7359 -1.1281 -8.4073  0.388
H: 0.1406 0.2785 -8.6057  0.313
H: -0.9812 -2.1256 -7.1702  0.330
H: -1.2562 1.4830 -8.2330  0.307
H: -2.6751 1.4142 -5.5484  0.645
H: -2.6723 -1.0075 -5.8778  0.997
H: -1.9969 2.7979 -7.3267  0.435
H: -0.1010 3.1940 -5.9972  0.262
H: 1.7615 1.7292 -5.5561  0.726
H: 0.5433 2.9417 -7.6152  0.462
H: 0.8588 -1.2830 -8.2253  0.440
H: 1.6867 -0.6230 -6.1621  0.451
P: -1.2192 0.0841 -2.6938  1.310
P: 1.6230 1.4650 -1.5001  1.248
C: -0.2993 1.3749 -3.6395  -0.164
C: 0.7688 2.2401 -2.9576  -0.970
H: -1.0447 2.0415 -4.1023  0.498
H: 0.1429 0.7926 -4.4605  -0.747
H: 1.5651 2.5071 -3.6744  0.554
H: 0.3028 3.1833 -2.6219  0.199
C: 2.4137 2.8855 -0.6652  -1.379
H: 3.0965 2.5002 0.1062  0.377
H: 1.6446 3.5017 -0.1775  0.312
H: 2.9796 3.5036 -1.3762  0.460
C: 3.0444 0.5714 -2.2258  -1.408
H: 3.5560 1.2000 -2.9687  0.488
H: 2.6932 -0.3536 -2.7073  0.294
H: 3.7514 0.3119 -1.4229  0.415
C: -2.9622 0.5767 -2.8820  -1.485
H: -3.5482 0.0080 -2.1403  0.489
H: -3.3429 0.3456 -3.8881  0.340
H: -3.0842 1.6522 -2.6733  0.259
C: -1.0406 -1.4994 -3.5749  -0.871
H: -0.0180 -1.8832 -3.4876  0.269
H: -1.2779 -1.4102 -4.6384  -0.152
H: -1.7331 -2.2254 -3.1278  0.534
O: -2.1229 3.9297 -2.0596  -0.625
C: -2.0528 3.8052 -0.8443  -0.003
C: -2.4598 4.7882 0.2357  -0.460
C: -2.0996 4.1391 1.5589  -0.485
C: -1.5097 2.8230 1.1249  0.107
O: -1.0062 1.9029 1.8439  -0.438
N: -1.5417 2.6586 -0.2144  0.196
H: -1.9327 5.7371 0.1023  0.267
H: -3.5358 4.9754 0.1722  0.261
H: -1.3676 4.7123 2.1484  0.313
H: -2.9735 3.9542 2.2023  0.297